1.
{
  "formula": "C13H27BNO6Tl",
  "method": "ωB97M-V/def2-TZVPD",
  "max_force_ha_per_bohr": 0.00580,
  "relative_energy_ev": 0.0000,
  "species": ["Tl", "C", "C", "O", "C", "C", "O", "C", "C", "O", "C", "C", "O", "C", "C", "O", "C", "C", "O", "H", "H", "H", "H", "H", "H", "H", "H", "H", "H", "H", "H", "H", "H", "H", "H", "H", "H", "H", "H", "H", "H", "H", "H", "B", "C", "N", "H", "H", "H"],
  "positions_angstrom": [[-0.329, 0.382, -0.554], [-0.655, 3.455, 1.477], [-1.770, 2.724, 2.192], [-2.213, 1.661, 1.379], [-3.147, 0.802, 2.009], [-3.316, -0.433, 1.156], [-2.131, -1.193, 1.254], [-2.074, -2.280, 0.338], [-0.777, -3.022, 0.568], [0.331, -2.126, 0.460], [1.425, -2.606, -0.314], [2.636, -1.778, 0.049], [2.451, -0.387, -0.194], [2.935, 0.090, -1.442], [3.084, 1.588, -1.323], [1.797, 2.174, -1.198], [1.774, 3.419, -0.520], [1.673, 3.238, 0.989], [0.476, 2.607, 1.408], [-0.407, 4.365, 2.038], [-1.000, 3.748, 0.478], [-2.593, 3.424, 2.385], [-1.396, 2.345, 3.151], [-4.109, 1.312, 2.139], [-2.773, 0.498, 2.994], [-3.506, -0.138, 0.115], [-4.174, -1.019, 1.506], [-2.123, -1.924, -0.698], [-2.917, -2.963, 0.494], [-0.708, -3.825, -0.169], [-0.774, -3.441, 1.578], [1.202, -2.541, -1.380], [1.632, -3.654, -0.072], [3.504, -2.150, -0.505], [2.833, -1.871, 1.118], [2.252, -0.166, -2.260], [3.920, -0.342, -1.655], [3.587, 1.991, -2.209], [3.695, 1.804, -0.440], [0.908, 3.965, -0.899], [2.668, 4.005, -0.758], [1.781, 4.213, 1.482], [2.481, 2.587, 1.328], [-1.193, -3.599, -2.922], [-0.699, -2.103, -2.954], [-0.336, -1.001, -2.923], [-1.341, -3.982, -4.056], [-0.336, -4.234, -2.333], [-2.246, -3.617, -2.310]],
  "atomic_forces_ev_per_a": [[-0.02, -0.01, 0.00], [-0.06, -0.05, 0.03], [0.09, 0.06, -0.06], [-0.04, -0.03, 0.00], [0.03, -0.08, 0.02], [0.06, 0.05, 0.01], [0.00, 0.01, -0.02], [0.12, -0.03, 0.03], [-0.12, -0.02, 0.06], [-0.04, 0.04, -0.20], [0.08, 0.01, 0.13], [-0.09, -0.03, 0.02], [0.01, 0.01, -0.03], [0.01, 0.09, -0.01], [0.00, -0.06, 0.02], [0.00, 0.03, -0.04], [-0.06, -0.05, 0.14], [0.00, -0.01, -0.10], [0.02, -0.01, -0.01], [-0.02, 0.01, -0.01], [0.03, 0.00, 0.00], [0.02, 0.01, 0.04], [-0.02, -0.01, -0.01], [0.00, -0.01, -0.02], [-0.02, 0.04, 0.00], [-0.01, -0.02, -0.01], [-0.02, 0.03, 0.00], [-0.05, 0.03, 0.02], [0.02, -0.01, 0.00], [0.01, 0.06, 0.01], [0.03, -0.04, -0.01], [-0.05, -0.01, -0.03], [0.01, -0.01, 0.01], [0.03, 0.02, 0.02], [-0.01, -0.01, -0.01], [0.01, -0.03, 0.00], [-0.01, -0.02, -0.02], [0.01, -0.02, 0.00], [0.00, 0.03, -0.01], [0.01, -0.01, -0.02], [0.00, 0.02, 0.00], [0.01, 0.00, 0.00], [0.00, 0.02, 0.04], [-0.04, -0.11, 0.01], [-0.01, 0.30, -0.01], [0.08, -0.06, 0.05], [0.02, -0.05, -0.03], [-0.01, -0.06, -0.05], [0.01, -0.03, 0.01]]
}


2.
{
  "formula": "C13H27BrNO11S3",
  "method": "ωB97M-V/def2-TZVPD",
  "total_charge": -1,
  "max_force_ha_per_bohr": 0.02248,
  "species": ["C", "C", "C", "N", "Br", "C", "O", "O", "H", "H", "H", "O", "S", "O", "O", "C", "C", "C", "H", "H", "H", "H", "H", "H", "H", "H", "O", "S", "O", "O", "C", "C", "C", "H", "H", "H", "H", "H", "H", "H", "H", "O", "S", "O", "O", "C", "C", "C", "H", "H", "H", "H", "H", "H", "H", "H"],
  "positions_angstrom": [[7.576, 3.310, -0.884], [6.588, 2.706, -1.201], [5.462, 1.944, -1.776], [5.270, 0.655, -1.083], [5.840, 1.595, -3.688], [4.114, 2.755, -1.623], [3.984, 3.306, -0.520], [3.328, 2.730, -2.583], [8.461, 3.876, -0.732], [5.941, 0.595, -0.329], [5.449, -0.084, -1.749], [-1.577, 3.096, 2.376], [-1.032, 1.775, 2.240], [-0.362, 1.155, 3.345], [-0.125, 1.711, 0.948], [0.950, 2.689, 0.792], [2.157, 2.385, 1.644], [-2.297, 0.689, 1.671], [0.560, 3.689, 0.988], [1.231, 2.648, -0.259], [1.941, 2.492, 2.711], [2.960, 3.065, 1.378], [2.494, 1.362, 1.477], [-2.796, 1.142, 0.819], [-3.001, 0.552, 2.488], [-1.849, -0.263, 1.401], [-5.680, 0.343, 1.733], [-6.594, 0.413, 2.832], [-7.045, -0.781, 3.479], [-7.859, 1.279, 2.387], [-8.544, 0.890, 1.181], [-9.421, -0.331, 1.379], [-5.971, 1.529, 4.044], [-7.819, 0.736, 0.380], [-9.154, 1.748, 0.908], [-8.824, -1.220, 1.578], [-10.014, -0.514, 0.482], [-10.091, -0.189, 2.226], [-5.661, 2.447, 3.552], [-5.120, 1.046, 4.517], [-6.751, 1.719, 4.777], [3.698, -2.750, -4.493], [3.354, -2.928, -3.115], [4.255, -2.527, -2.081], [2.971, -4.469, -2.893], [3.926, -5.454, -3.317], [5.096, -5.580, -2.359], [1.767, -2.240, -2.799], [4.264, -5.228, -4.330], [3.375, -6.393, -3.358], [5.706, -4.678, -2.359], [5.728, -6.421, -2.648], [4.741, -5.736, -1.340], [1.077, -2.580, -3.567], [1.880, -1.157, -2.837], [1.442, -2.550, -1.810]],
  "atomic_forces_ev_per_a": [[-0.14, -0.07, -0.18], [0.00, -0.23, -0.67], [-0.16, 0.18, 1.00], [0.18, 0.37, -0.39], [0.18, 0.03, 0.10], [-0.71, 0.34, -0.84], [0.42, -0.02, 0.36], [0.10, -0.22, 0.11], [0.01, 0.03, 0.25], [0.06, -0.18, -0.01], [-0.06, -0.24, 0.20], [0.04, 0.03, 0.27], [0.26, -0.26, -0.76], [-0.13, 0.17, 0.19], [-0.32, -0.07, 0.28], [0.67, 0.46, -0.20], [-0.22, -0.17, 0.60], [-0.03, -0.01, -0.02], [-0.18, -0.10, 0.07], [-0.13, -0.14, -0.02], [-0.11, -0.01, -0.04], [0.02, -0.04, -0.21], [0.08, 0.04, -0.11], [0.00, 0.00, 0.00], [0.00, 0.02, 0.00], [0.04, 0.01, 0.01], [-0.03, -0.24, -0.05], [-0.14, 0.45, 0.19], [0.10, -0.08, -0.12], [0.14, 0.00, 0.17], [-0.29, -0.20, -0.45], [0.12, -0.13, 0.15], [-0.03, 0.07, -0.02], [0.10, 0.00, 0.11], [0.10, 0.11, 0.16], [0.01, 0.01, -0.02], [0.00, 0.08, -0.02], [-0.04, 0.04, -0.04], [0.01, -0.02, -0.02], [0.00, -0.05, -0.04], [-0.01, -0.03, -0.01], [0.16, -0.04, 0.03], [-0.27, 0.00, 0.11], [0.14, -0.01, -0.14], [-0.18, 0.13, 0.05], [0.39, -0.32, -0.09], [0.05, 0.19, 0.06], [-0.05, 0.00, -0.01], [-0.05, 0.13, 0.02], [-0.16, 0.10, 0.04], [-0.01, -0.01, -0.02], [-0.06, -0.04, -0.03], [-0.02, -0.06, -0.01], [0.03, -0.01, -0.01], [0.09, 0.00, 0.01], [0.04, 0.01, 0.02]]
}


For each record above, in turn, the calculated E_LUMO values are 0.0135, 0.0703 Ha.
For each record above, in turn, the calculated E values are -33061.5838, -140478.4847 eV.